Entry 1:
105
Properties=species:S:1:pos:R:3:lowdin_charge:R:1 method="wB97M-V/def2-TZVPD" energy_ha=-7397.29589 e_homo_ev="-7.29 / -7.29" multiplicity=2 s_squared=1.0614 e_above_lowest_kcal_mol=2.9
Fe -0.449 -1.653 0.978 0.015
C -1.035 -1.517 -2.673 -0.111
N -1.797 -2.018 -1.534 -0.159
C -1.942 -3.461 -1.778 -0.177
C -2.552 -4.275 -0.675 -0.177
N -1.674 -4.549 0.461 -0.231
C -2.501 -5.196 1.479 -0.161
C -0.487 -5.287 0.115 -0.312
C -0.552 -6.674 0.011 -0.032
C 0.564 -7.441 -0.282 -0.087
C 1.778 -6.807 -0.489 -0.094
C 1.853 -5.429 -0.401 -0.130
C 0.742 -4.637 -0.100 -0.556
S 1.058 -2.881 -0.178 0.712
C -3.069 -1.366 -1.362 -0.277
C -3.867 -1.071 -2.462 -0.022
C -5.117 -0.489 -2.312 -0.084
C -5.587 -0.214 -1.038 -0.096
C -4.792 -0.488 0.061 -0.135
C -3.521 -1.047 -0.081 -0.572
S -2.627 -1.363 1.411 0.708
H -1.412 -1.907 -3.629 0.094
H -0.001 -1.841 -2.560 0.055
H -1.085 -0.434 -2.711 0.054
H -0.948 -3.842 -2.023 0.111
H -2.571 -3.604 -2.672 0.131
H -2.896 -5.226 -1.117 0.131
H -3.441 -3.771 -0.284 0.117
H -3.142 -5.985 1.061 0.085
H -3.148 -4.440 1.928 0.071
H -1.884 -5.649 2.253 0.053
H -1.502 -7.165 0.171 0.108
H 0.483 -8.518 -0.344 0.099
H 2.666 -7.381 -0.717 0.100
H 2.798 -4.929 -0.568 0.092
H -3.506 -1.306 -3.455 0.110
H -5.715 -0.260 -3.183 0.100
H -6.564 0.229 -0.898 0.102
H -5.143 -0.259 1.059 0.098
Br -0.287 -3.592 2.802 1.086
C 1.130 -2.745 3.672 -0.550
C 1.970 -3.401 4.518 -0.101
C 2.898 -2.639 5.264 -0.076
C 2.888 -1.277 5.184 -0.035
C 1.986 -0.599 4.324 -0.161
C 1.860 0.811 4.330 -0.026
C 0.893 1.403 3.579 -0.080
C 0.098 0.644 2.681 -0.163
C 0.258 -0.709 2.554 -0.238
C 1.133 -1.352 3.481 -0.221
H 1.912 -4.474 4.632 0.105
H 3.577 -3.142 5.938 0.104
H 3.554 -0.687 5.801 0.111
H 2.504 1.399 4.972 0.113
H 0.756 2.477 3.621 0.076
H -0.636 1.173 2.090 0.048
C 1.318 2.037 0.291 -0.465
P 0.351 0.604 -0.417 1.084
C -1.058 1.492 -1.193 -0.378
C -1.158 2.007 -2.487 -0.113
C -2.273 2.718 -2.890 -0.068
C -3.316 2.945 -2.003 -0.070
C -3.234 2.447 -0.716 -0.067
C -2.120 1.721 -0.319 -0.148
C 1.656 0.116 -1.616 -0.389
C 1.733 0.309 -2.994 -0.097
C 2.883 -0.027 -3.694 -0.076
C 3.983 -0.548 -3.031 -0.081
C 3.924 -0.739 -1.660 -0.072
C 2.772 -0.415 -0.965 -0.180
P 0.362 3.552 0.750 1.048
C 0.315 4.486 -0.831 -0.374
C -0.534 5.592 -0.842 -0.102
C -0.643 6.399 -1.964 -0.083
C 0.090 6.104 -3.103 -0.088
C 0.934 5.004 -3.110 -0.082
C 1.046 4.202 -1.983 -0.112
C 1.692 4.487 1.605 -0.377
C 1.463 4.899 2.914 -0.128
C 2.441 5.581 3.627 -0.084
C 3.659 5.864 3.030 -0.087
C 3.891 5.476 1.715 -0.080
C 2.913 4.798 1.009 -0.083
H 2.087 2.272 -0.444 0.037
H 1.840 1.701 1.190 0.048
H -0.358 1.886 -3.198 0.078
H -2.321 3.107 -3.899 0.108
H -4.189 3.500 -2.319 0.106
H -4.046 2.599 -0.018 0.112
H -2.102 1.303 0.678 0.062
H 0.899 0.696 -3.553 0.078
H 2.913 0.119 -4.765 0.104
H 4.878 -0.807 -3.580 0.103
H 4.767 -1.160 -1.129 0.109
H 2.739 -0.586 0.106 0.087
H -1.122 5.818 0.040 0.101
H -1.307 7.253 -1.950 0.102
H 0.002 6.727 -3.984 0.101
H 1.508 4.765 -3.996 0.104
H 1.706 3.347 -2.028 0.090
H 0.503 4.698 3.374 0.093
H 2.247 5.893 4.644 0.102
H 4.423 6.396 3.581 0.102
H 4.836 5.707 1.242 0.103
H 3.098 4.517 -0.021 0.101

Entry 2:
109
Properties=species:S:1:pos:R:3:lowdin_charge:R:1 method="wB97M-V/def2-TZVPD" energy_ha=-3458.75657 e_homo_ev=-5.61 multiplicity=1
C -4.716 0.512 -3.400 -0.087
C -4.546 -0.934 -3.247 -0.188
C -5.717 -1.726 -3.474 -0.453
O -6.798 -1.236 -3.817 -0.014
C -5.508 -3.226 -3.281 -0.116
C -4.185 -3.657 -3.859 -0.153
O -3.065 -2.850 -3.343 -0.051
C -3.219 -1.516 -3.095 -0.524
O -2.254 -0.862 -2.707 -0.009
H -3.744 1.000 -3.368 0.067
H -5.234 0.750 -4.341 0.086
H -5.368 0.885 -2.601 0.056
H -5.553 -3.440 -2.196 0.113
H -6.329 -3.740 -3.790 0.118
H -3.965 -4.690 -3.565 0.113
H -4.187 -3.589 -4.960 0.130
C 5.069 2.237 2.210 -0.088
C 5.394 0.948 1.784 -0.072
C 4.775 0.404 0.656 -0.019
C 3.812 1.166 0.009 -0.277
O 3.069 0.583 -1.049 -0.198
P 2.181 -0.763 -0.885 0.752
O 1.850 -1.196 -2.406 -0.195
C 2.295 -0.589 -3.582 -0.285
C 3.087 -1.372 -4.416 -0.006
C 3.521 -0.812 -5.616 -0.077
C 3.179 0.508 -5.929 -0.092
C 2.382 1.272 -5.068 -0.067
C 1.925 0.720 -3.869 -0.010
O 3.302 -1.871 -0.477 -0.210
C 3.375 -3.215 -0.845 -0.292
C 4.637 -3.798 -0.749 -0.010
C 4.810 -5.096 -1.232 -0.076
C 3.717 -5.796 -1.752 -0.095
C 2.446 -5.216 -1.765 -0.069
C 2.264 -3.904 -1.311 -0.045
Pd 0.367 -0.599 0.415 0.439
P -0.245 1.485 0.975 0.781
O 0.763 2.178 2.059 -0.216
C 0.619 3.406 2.740 -0.285
C 0.797 3.394 4.118 -0.018
C 0.481 4.550 4.831 -0.076
C 0.058 5.694 4.151 -0.091
C -0.011 5.712 2.756 -0.064
C 0.302 4.559 2.031 -0.019
O -0.449 2.582 -0.220 -0.213
C -1.722 2.987 -0.668 -0.292
C -1.996 4.350 -0.667 -0.029
C -3.320 4.763 -0.842 -0.082
C -4.335 3.819 -1.014 -0.075
C -4.025 2.455 -0.987 -0.069
C -2.694 2.035 -0.960 -0.019
O -1.697 1.629 1.712 -0.207
C -1.990 1.764 3.071 -0.290
C -2.708 2.893 3.462 0.005
C -2.846 3.132 4.829 -0.073
C -2.325 2.229 5.757 -0.095
C -1.681 1.066 5.330 -0.077
C -1.541 0.803 3.966 -0.029
C -0.912 -2.112 1.211 -0.189
C 0.186 -2.838 1.913 -0.238
C 0.938 -2.164 2.904 -0.042
C 2.066 -2.768 3.461 -0.057
C 2.421 -4.060 3.059 -0.054
C 1.659 -4.748 2.105 -0.059
C 0.502 -4.174 1.583 -0.024
C -1.641 -2.719 0.069 -0.128
C -2.958 -2.580 -0.272 0.136
C 3.482 2.460 0.397 -0.017
C 4.127 2.997 1.513 -0.074
H 5.563 2.653 3.089 0.103
H 6.144 0.356 2.308 0.105
H 5.041 -0.583 0.290 0.104
H 3.335 -2.386 -4.100 0.120
H 4.118 -1.423 -6.293 0.105
H 3.547 0.948 -6.857 0.101
H 2.100 2.296 -5.313 0.108
H 1.284 1.271 -3.180 0.123
H 5.453 -3.216 -0.323 0.118
H 5.803 -5.546 -1.195 0.107
H 3.850 -6.802 -2.160 0.104
H 1.585 -5.776 -2.135 0.112
H 1.275 -3.446 -1.294 0.096
H 1.130 2.476 4.602 0.125
H 0.567 4.549 5.919 0.110
H -0.212 6.593 4.714 0.105
H -0.300 6.614 2.213 0.110
H 0.302 4.534 0.943 0.097
H -1.184 5.059 -0.509 0.106
H -3.547 5.830 -0.831 0.103
H -5.366 4.143 -1.189 0.108
H -4.818 1.706 -0.994 0.099
H -2.413 0.998 -1.170 0.106
H -3.101 3.574 2.705 0.130
H -3.351 4.039 5.162 0.111
H -2.409 2.444 6.826 0.105
H -1.264 0.356 6.047 0.108
H -1.068 -0.105 3.591 0.084
H -1.538 -1.517 1.887 0.097
H 0.664 -1.143 3.196 0.092
H 2.692 -2.224 4.175 0.114
H 3.306 -4.538 3.481 0.112
H 1.980 -5.729 1.741 0.116
H -0.152 -4.712 0.888 0.120
H -1.002 -3.303 -0.603 0.098
H -3.542 -1.737 0.097 0.097
H -3.483 -3.369 -0.828 0.087
H 2.743 3.028 -0.170 0.123
H 3.891 4.016 1.819 0.110

Entry 3:
108
Properties=species:S:1:pos:R:3:lowdin_charge:R:1 method="wB97M-V/def2-TZVPD" energy_ha=-5421.59455 e_homo_ev=-14.87 multiplicity=1 charge=+3
Os 0.395 0.764 0.018 1.084
Br 5.696 -3.643 -2.640 0.835
C 4.801 -2.248 -1.706 -0.653
C 5.011 -0.921 -2.036 -0.083
C 4.269 0.055 -1.379 0.005
C 3.314 -0.310 -0.435 -0.242
C 3.120 -1.644 -0.116 -0.019
C 3.890 -2.613 -0.729 -0.122
N 2.485 0.688 0.177 -0.054
C 3.038 1.710 0.731 -0.037
C 2.151 2.775 1.174 -0.229
C 2.637 3.950 1.720 0.029
C 1.755 4.989 1.984 0.001
C 0.420 4.803 1.676 0.004
C 0.002 3.588 1.153 -0.114
N 0.831 2.573 0.905 -0.074
H 5.730 -0.643 -2.794 0.121
H 4.401 1.097 -1.644 0.129
H 2.361 -1.933 0.594 0.086
H 3.765 -3.649 -0.442 0.101
H 4.115 1.795 0.841 0.156
H 3.696 4.048 1.917 0.134
H 2.106 5.919 2.409 0.132
H -0.309 5.581 1.851 0.130
H -1.043 3.408 0.957 0.099
C 0.075 2.579 -2.606 -0.051
C -1.379 2.132 -2.721 -0.356
C -1.551 0.836 -3.512 -0.044
C -2.078 2.120 -1.364 -0.251
C -3.590 1.900 -1.449 -0.035
O -3.869 0.964 -0.388 0.036
C -2.698 0.529 0.092 -0.299
N -1.642 1.066 -0.405 -0.014
C -2.820 -0.462 1.176 -0.120
C -4.081 -1.045 1.348 0.008
C -4.344 -1.862 2.431 -0.030
C -3.360 -2.075 3.385 -0.027
C -2.110 -1.505 3.220 -0.071
C -1.808 -0.724 2.105 -0.270
P -0.121 -0.027 2.040 0.963
C -0.228 1.103 3.472 -0.320
C 0.513 1.023 4.648 -0.065
C 0.267 1.906 5.694 -0.047
C -0.731 2.860 5.586 -0.046
C -1.503 2.924 4.432 -0.052
C -1.252 2.052 3.389 -0.119
C 0.960 -1.402 2.535 -0.351
C 2.227 -1.138 3.059 -0.118
C 3.102 -2.173 3.352 -0.050
C 2.729 -3.487 3.108 -0.055
C 1.485 -3.756 2.553 -0.068
C 0.605 -2.722 2.264 -0.103
H 0.551 2.601 -3.587 0.095
H 0.694 1.915 -1.976 0.032
H 0.151 3.581 -2.181 0.093
H -1.897 2.926 -3.272 0.158
H -1.256 -0.028 -2.915 0.059
H -0.941 0.860 -4.416 0.087
H -2.580 0.695 -3.838 0.082
H -1.868 3.084 -0.891 0.131
H -3.907 1.443 -2.384 0.128
H -4.175 2.799 -1.271 0.146
H -4.864 -0.830 0.637 0.127
H -5.325 -2.302 2.548 0.123
H -3.567 -2.676 4.261 0.124
H -1.351 -1.668 3.976 0.123
H 1.261 0.258 4.789 0.090
H 0.847 1.827 6.603 0.119
H -0.927 3.535 6.408 0.120
H -2.311 3.640 4.358 0.118
H -1.890 2.080 2.511 0.098
H 2.550 -0.119 3.225 0.104
H 4.074 -1.953 3.775 0.122
H 3.404 -4.296 3.354 0.118
H 1.188 -4.780 2.363 0.102
H -0.360 -2.949 1.827 0.104
C -2.948 -4.963 -2.092 -0.004
C -1.496 -5.212 -1.791 -0.198
C -1.142 -6.027 -0.745 0.107
C 0.212 -6.398 -0.395 0.017
C 1.228 -5.885 -1.090 0.052
C 0.945 -4.933 -2.173 -0.091
N 1.981 -4.403 -2.734 0.211
C 2.054 -3.241 -3.548 -0.199
C 2.880 -3.320 -4.665 -0.017
C 3.063 -2.193 -5.444 -0.014
C 2.474 -0.998 -5.055 -0.005
C 1.702 -0.927 -3.904 0.011
C 1.445 -2.046 -3.122 -0.053
C 0.617 -1.882 -1.840 -0.520
O 0.178 -2.868 -1.184 0.068
O 0.457 -0.687 -1.513 -0.150
C -0.479 -4.660 -2.590 -0.032
C -0.839 -4.026 -3.879 0.039
H -3.568 -5.273 -1.254 0.097
H -3.271 -5.528 -2.969 0.109
H -3.137 -3.907 -2.283 0.100
H -1.942 -6.461 -0.154 0.147
H 0.379 -7.088 0.420 0.138
H 2.262 -6.117 -0.867 0.141
H 2.906 -4.774 -2.474 0.150
H 3.354 -4.260 -4.920 0.129
H 3.675 -2.242 -6.335 0.132
H 2.628 -0.108 -5.649 0.128
H 1.276 0.017 -3.598 0.102
H -0.081 -4.176 -4.647 0.115
H -0.974 -2.951 -3.755 0.120
H -1.785 -4.433 -4.231 0.106

Entry 4:
108
Properties=species:S:1:pos:R:3:lowdin_charge:R:1 method="wB97M-V/def2-TZVPD" energy_ha=-10894.47092 e_homo_ev="-10.23 / -10.48" multiplicity=2 charge=+1 s_squared=0.7664 e_above_lowest_kcal_mol=10.1
Pb 0.120 2.273 0.401 0.834
C -2.319 -4.024 2.472 -0.076
C -2.652 -3.090 3.452 -0.068
C -1.915 -1.923 3.583 -0.087
C -0.839 -1.654 2.728 -0.366
C -0.537 -2.587 1.735 -0.105
C -1.261 -3.772 1.616 -0.076
P 0.212 -0.147 2.912 1.079
C 0.938 -0.347 4.570 -0.387
C 1.554 0.771 5.142 -0.101
C 2.171 0.675 6.381 -0.070
C 2.199 -0.544 7.053 -0.079
C 1.613 -1.663 6.480 -0.076
C 0.985 -1.568 5.239 -0.089
C -1.075 1.136 3.099 -0.422
C -1.868 1.295 4.240 -0.084
C -2.941 2.179 4.241 -0.054
C -3.244 2.921 3.104 -0.062
C -2.442 2.820 1.974 -0.132
C -1.353 1.955 1.999 -0.430
H -2.887 -4.943 2.382 0.107
H -3.487 -3.278 4.118 0.109
H -2.183 -1.214 4.358 0.094
H 0.267 -2.385 1.048 0.085
H -1.005 -4.489 0.840 0.108
H 1.544 1.726 4.619 0.071
H 2.637 1.549 6.820 0.109
H 2.681 -0.620 8.021 0.107
H 1.637 -2.616 6.999 0.107
H 0.525 -2.448 4.800 0.101
H -1.652 0.711 5.129 0.109
H -3.551 2.285 5.131 0.113
H -4.085 3.607 3.108 0.113
H -2.655 3.443 1.105 0.092
C -4.269 -5.212 -3.285 -0.039
C -3.719 -3.943 -2.673 -0.245
C -4.459 -3.211 -1.750 -0.008
C -3.981 -2.037 -1.176 -0.281
C -4.862 -1.318 -0.176 -0.070
C -2.688 -1.583 -1.555 -0.523
Se -2.024 -0.015 -0.791 0.905
C -1.918 -2.316 -2.494 -0.283
C -0.539 -1.890 -2.956 -0.074
C -2.455 -3.478 -3.031 -0.016
H -5.200 -5.518 -2.806 0.078
H -3.551 -6.033 -3.199 0.085
H -4.470 -5.072 -4.353 0.089
H -5.449 -3.569 -1.465 0.121
H -5.786 -1.882 -0.015 0.080
H -5.123 -0.318 -0.527 0.071
H -4.360 -1.196 0.783 0.066
H -0.003 -1.354 -2.174 0.019
H -0.608 -1.227 -3.827 0.080
H 0.050 -2.763 -3.256 0.082
H -1.866 -4.049 -3.749 0.126
Cl 3.899 3.334 2.075 0.120
Ge 1.853 3.922 1.710 -0.380
Cl 1.127 4.521 3.642 0.128
Cl 2.040 5.742 0.565 0.089
Ge -0.544 3.457 -1.920 0.838
C -2.288 2.849 -2.451 -0.422
C -2.475 1.740 -3.283 -0.183
C -3.760 1.319 -3.613 -0.081
C -4.864 2.006 -3.119 -0.070
C -4.689 3.118 -2.301 -0.069
C -3.404 3.537 -1.967 -0.129
C 0.865 3.171 -3.190 -0.379
C 1.674 4.254 -3.551 -0.115
C 2.659 4.094 -4.527 -0.082
C 2.839 2.856 -5.138 -0.078
C 2.055 1.767 -4.765 -0.071
C 1.076 1.923 -3.792 -0.127
H -0.629 4.950 -1.551 -0.011
H -1.623 1.202 -3.686 0.076
H -3.898 0.451 -4.250 0.114
H -5.866 1.682 -3.382 0.111
H -5.553 3.662 -1.927 0.111
H -3.279 4.404 -1.324 0.095
H 1.535 5.224 -3.084 0.097
H 3.277 4.940 -4.816 0.113
H 3.597 2.738 -5.906 0.111
H 2.206 0.800 -5.239 0.109
H 0.468 1.065 -3.510 0.073
N 1.687 0.857 -0.391 -0.458
S 3.055 0.454 0.342 0.975
C 4.382 0.979 -0.729 -0.387
C 5.623 0.348 -0.697 -0.067
C 6.646 0.855 -1.484 -0.059
C 6.430 1.981 -2.276 -0.056
C 5.193 2.611 -2.274 -0.056
C 4.156 2.115 -1.496 -0.086
C 3.214 -1.306 0.453 -0.424
C 3.401 -1.825 1.723 -0.090
C 3.480 -3.206 1.880 -0.056
C 3.362 -4.034 0.772 -0.055
C 3.169 -3.494 -0.503 -0.059
C 3.101 -2.121 -0.671 -0.075
H 1.523 0.424 -1.304 0.009
H 5.802 -0.516 -0.066 0.116
H 7.616 0.369 -1.475 0.115
H 7.235 2.372 -2.888 0.113
H 5.027 3.499 -2.874 0.106
H 3.184 2.607 -1.491 0.092
H 3.470 -1.161 2.584 0.113
H 3.625 -3.629 2.870 0.117
H 3.420 -5.113 0.898 0.115
H 3.085 -4.150 -1.369 0.115
H 2.966 -1.694 -1.662 0.119